1.
Below is a structure of composition C43H52NO2OsS4SiTe2 in a non-equilibrium geometry, with properties calculated with ωB97M-V/def2-TZVPD.

Largest force on an atom ... 2.27 eV/Å
2S+1 ... 6
Molar mass ... 1216.68 g mol⁻¹
Energy above the lowest of the compared OMol25 structures with the same formula, charge and spin ... 12.1 kcal/mol
Charge ... 0
E_HOMO (alpha / beta) ... -0.2281 / -0.2815 Ha
HOMO-LUMO gap (alpha / beta) ... 6.22 / 5.46 eV

Each line ends with the Löwdin charge.
Geometry (Å):
1 Os -0.602 -0.051 0.096  0.880
2 S -1.083 -0.623 2.640  0.130
3 S 0.619 -0.947 3.547  0.054
4 S 2.317 -0.837 2.121  0.041
5 S 1.735 0.167 0.507  0.000
6 C -0.428 -5.234 0.249  -0.089
7 C -1.603 -4.633 -0.519  -0.604
8 C -2.160 -5.656 -1.504  -0.094
9 C -2.698 -4.224 0.462  -0.091
10 Si -0.996 -3.061 -1.477  0.495
11 O -0.522 -1.962 -0.442  -0.511
12 C -2.417 -2.373 -2.556  -0.204
13 C -3.487 -1.725 -1.943  -0.106
14 C -4.514 -1.177 -2.689  -0.076
15 C -4.491 -1.262 -4.072  -0.092
16 C -3.423 -1.881 -4.698  -0.107
17 C -2.399 -2.431 -3.946  -0.117
18 C 0.510 -3.409 -2.594  -0.201
19 C 1.662 -2.654 -2.391  -0.102
20 C 2.772 -2.803 -3.202  -0.091
21 C 2.750 -3.717 -4.241  -0.092
22 C 1.615 -4.482 -4.454  -0.088
23 C 0.510 -4.331 -3.634  -0.109
24 H -0.742 -6.113 0.814  0.082
25 H -0.025 -4.503 0.946  0.078
26 H 0.367 -5.529 -0.433  0.076
27 H -2.597 -6.502 -0.973  0.083
28 H -1.371 -6.037 -2.149  0.063
29 H -2.934 -5.210 -2.129  0.076
30 H -2.975 -5.060 1.105  0.084
31 H -3.587 -3.897 -0.072  0.071
32 H -2.356 -3.406 1.094  0.063
33 H -3.510 -1.633 -0.867  0.084
34 H -5.329 -0.671 -2.193  0.103
35 H -5.296 -0.845 -4.659  0.099
36 H -3.376 -1.924 -5.778  0.103
37 H -1.564 -2.901 -4.447  0.090
38 H 1.675 -1.946 -1.573  0.058
39 H 3.654 -2.204 -3.023  0.102
40 H 3.612 -3.832 -4.884  0.099
41 H 1.589 -5.197 -5.265  0.100
42 H -0.365 -4.942 -3.814  0.093
43 C -0.575 0.356 -4.401  -0.379
44 Te -0.197 1.265 -2.467  1.223
45 C 1.940 1.076 -2.770  -0.404
46 H 0.006 -0.553 -4.505  0.005
47 H -0.318 1.052 -5.192  0.001
48 H -1.629 0.112 -4.459  -0.021
49 H 2.220 1.616 -3.668  0.010
50 H 2.181 0.024 -2.888  -0.019
51 H 2.465 1.466 -1.904  -0.043
52 C 3.649 9.179 0.031  -0.047
53 C 2.913 7.875 0.090  -0.265
54 C 1.979 7.606 1.079  -0.009
55 C 1.294 6.398 1.116  -0.294
56 C 0.261 6.171 2.175  -0.054
57 C 1.569 5.411 0.171  -0.311
58 Te 0.582 3.409 0.206  1.602
59 N -1.089 1.823 0.428  -0.461
60 C -2.385 1.697 0.303  -0.663
61 O -2.771 0.503 0.050  -0.167
62 C -3.401 2.759 0.425  -0.156
63 C -3.148 4.089 0.109  -0.045
64 C -4.173 5.015 0.164  -0.073
65 C -5.450 4.632 0.544  -0.079
66 C -5.700 3.309 0.874  -0.069
67 C -4.684 2.376 0.809  -0.010
68 C 1.169 3.008 2.226  -0.361
69 C 2.523 2.783 2.491  -0.337
70 C 3.594 2.954 1.460  -0.080
71 C 2.915 2.408 3.770  -0.023
72 C 1.998 2.235 4.792  -0.281
73 C 2.414 1.821 6.169  -0.040
74 C 0.662 2.478 4.515  -0.034
75 C 0.231 2.868 3.252  -0.316
76 C -1.228 3.148 3.078  -0.075
77 C 2.464 5.693 -0.866  -0.311
78 C 2.745 4.704 -1.961  -0.082
79 C 3.135 6.906 -0.879  -0.017
80 H 3.297 9.862 0.798  0.074
81 H 3.515 9.647 -0.943  0.082
82 H 4.718 9.016 0.172  0.084
83 H 1.775 8.352 1.834  0.116
84 H -0.034 7.110 2.638  0.084
85 H 0.653 5.510 2.947  0.082
86 H -0.620 5.695 1.741  0.055
87 H -2.154 4.393 -0.208  0.074
88 H -3.971 6.042 -0.096  0.104
89 H -6.246 5.364 0.572  0.104
90 H -6.691 3.003 1.178  0.105
91 H -4.867 1.339 1.050  0.119
92 H 3.163 2.967 0.458  0.003
93 H 4.317 2.144 1.522  0.087
94 H 4.119 3.895 1.626  0.097
95 H 3.966 2.247 3.967  0.124
96 H 3.470 1.574 6.207  0.076
97 H 1.837 0.957 6.490  0.079
98 H 2.227 2.625 6.881  0.085
99 H -0.067 2.366 5.306  0.131
100 H -1.582 3.809 3.868  0.097
101 H -1.800 2.221 3.136  0.064
102 H -1.421 3.608 2.111  0.010
103 H 1.851 4.133 -2.216  0.026
104 H 3.527 4.013 -1.649  0.082
105 H 3.091 5.221 -2.852  0.083
106 H 3.846 7.105 -1.670  0.121

Cartesian forces, eV/Å:
1.229 -1.767 -0.062
0.468 -0.149 0.191
0.185 0.156 -0.847
-0.535 -0.509 1.175
-0.824 0.150 -0.812
-0.008 0.215 -0.145
0.216 0.447 -0.403
0.058 0.137 -0.010
0.114 0.177 -0.162
-0.575 -1.373 -1.046
0.229 1.803 1.361
0.634 -0.280 0.305
0.000 -0.048 0.107
-0.138 0.097 0.027
0.006 0.026 -0.056
-0.047 -0.045 -0.218
0.032 -0.125 0.029
-0.685 0.054 0.380
-0.083 0.112 0.190
0.129 0.034 -0.034
0.056 0.007 -0.084
0.008 -0.128 -0.138
0.002 -0.101 -0.104
-0.055 -0.111 0.066
0.138 0.049 0.162
0.160 -0.082 -0.025
-0.047 -0.124 0.063
0.052 -0.134 -0.125
-0.120 -0.042 -0.099
-0.029 -0.137 0.053
-0.185 0.049 0.002
-0.016 0.121 0.187
-0.044 0.045 0.090
-0.091 0.039 0.063
-0.056 0.069 -0.035
-0.044 -0.039 -0.082
0.048 -0.020 -0.097
0.069 0.084 0.077
0.103 0.039 0.016
0.057 -0.020 -0.037
0.021 -0.064 -0.053
-0.070 -0.049 -0.070
-0.036 0.144 0.332
0.447 -0.423 -1.289
-0.391 -0.018 0.092
0.108 -0.141 0.152
0.089 0.193 0.023
-0.124 0.007 0.070
-0.052 0.138 -0.041
-0.091 -0.110 0.026
-0.027 0.105 0.051
0.007 -0.046 0.008
-0.042 -0.094 -0.040
0.104 -0.029 -0.094
-0.143 -0.148 0.172
-0.007 0.031 0.056
-0.321 -0.015 -0.012
0.771 0.565 0.562
0.252 1.282 0.337
-0.204 0.040 -0.043
-0.140 -0.364 0.022
-0.260 0.030 -0.038
0.166 -0.130 -0.024
0.033 0.160 -0.006
0.024 0.035 -0.019
-0.099 0.030 0.046
0.103 -0.013 -0.013
-0.046 -0.144 0.080
0.026 0.087 -0.117
-0.102 0.061 -0.113
-0.163 0.040 0.051
-0.079 0.146 -0.080
0.002 0.028 -0.006
0.186 0.036 -0.120
-0.182 0.076 -0.033
-0.025 0.076 -0.089
-0.010 -0.270 -0.062
-0.050 0.025 -0.010
-0.054 0.033 0.106
0.016 0.087 0.048
0.011 0.075 -0.028
0.067 0.058 0.028
-0.069 0.074 0.056
-0.071 0.026 0.038
-0.063 -0.026 0.107
-0.074 0.058 0.129
-0.118 -0.018 0.014
-0.003 0.141 -0.040
-0.018 0.008 0.032
-0.075 -0.015 0.018
-0.010 -0.071 -0.021
0.282 -0.043 -0.024
0.041 -0.080 -0.056
0.051 0.108 -0.100
0.126 -0.065 -0.022
0.105 -0.057 0.030
-0.007 -0.111 0.088
-0.001 0.034 0.080
-0.135 -0.009 0.039
-0.030 0.085 0.042
-0.072 -0.022 -0.059
-0.193 0.021 0.254
0.108 -0.051 -0.133
0.037 -0.180 -0.045
0.024 -0.022 -0.091
0.036 0.009 -0.119


2.
Below is a structure of composition C43H53GeN4PRuSe in a non-equilibrium geometry, with properties calculated with ωB97M-V/def2-TZVPD.

Largest force on an atom ... 1.66 eV/Å
2S+1 ... 2
Molar mass ... 909.54 g mol⁻¹
Energy above the lowest of the compared OMol25 structures with the same formula, charge and spin ... 0.0 kcal/mol
Charge ... +1
E_HOMO (alpha / beta) ... -0.3409 / -0.3394 Ha
HOMO-LUMO gap (alpha / beta) ... 7.22 / 5.78 eV

Each line ends with the Löwdin charge.
Geometry (Å):
1 Ru -0.859 -1.151 -0.508  1.146
2 C 0.037 -2.504 1.983  -0.036
3 N 0.054 -2.782 0.510  -0.290
4 C 1.450 -3.075 0.162  -0.073
5 C -0.845 -3.919 0.305  -0.231
6 C -0.423 -5.227 0.267  -0.019
7 C -1.365 -6.255 0.266  -0.082
8 C -2.704 -5.936 0.370  -0.076
9 C -3.130 -4.610 0.378  -0.018
10 C -2.208 -3.572 0.255  -0.265
11 N -2.442 -2.210 0.123  -0.086
12 C -3.692 -1.592 0.123  -0.244
13 C -4.891 -2.129 -0.346  -0.026
14 C -6.075 -1.402 -0.275  -0.075
15 C -6.088 -0.125 0.252  -0.078
16 C -4.891 0.451 0.665  -0.026
17 C -3.706 -0.257 0.583  -0.240
18 N -2.425 0.320 0.943  -0.225
19 C -2.137 0.038 2.367  -0.066
20 C -2.385 1.778 0.758  -0.086
21 H 0.576 -3.303 2.499  0.109
22 H -0.989 -2.496 2.329  0.076
23 H 0.513 -1.547 2.177  0.043
24 H 1.836 -3.900 0.763  0.096
25 H 2.019 -2.190 0.404  0.050
26 H 1.537 -3.312 -0.896  0.102
27 H 0.630 -5.474 0.253  0.108
28 H -1.044 -7.286 0.217  0.104
29 H -3.443 -6.723 0.434  0.109
30 H -4.183 -4.407 0.483  0.094
31 H -4.902 -3.099 -0.817  0.101
32 H -6.989 -1.844 -0.650  0.110
33 H -7.012 0.433 0.327  0.107
34 H -4.893 1.463 1.049  0.112
35 H -2.777 0.649 3.014  0.101
36 H -1.092 0.245 2.582  0.024
37 H -2.344 -1.006 2.575  0.079
38 H -2.867 2.303 1.590  0.093
39 H -2.897 2.073 -0.156  0.091
40 H -1.350 2.102 0.710  0.056
41 C 5.320 1.473 0.197  -0.066
42 C 4.449 2.423 -0.309  -0.066
43 C 3.189 2.058 -0.764  -0.098
44 C 2.769 0.731 -0.712  -0.390
45 C 3.673 -0.221 -0.234  -0.120
46 C 4.932 0.142 0.219  -0.078
47 P 1.127 0.155 -1.320  1.056
48 C 0.466 1.676 -2.093  -0.379
49 C 0.227 1.777 -3.462  -0.082
50 C -0.319 2.939 -3.997  -0.061
51 C -0.616 4.016 -3.176  -0.066
52 C -0.369 3.930 -1.811  -0.064
53 C 0.165 2.768 -1.278  -0.156
54 C 1.603 -0.870 -2.731  -0.337
55 C 2.718 -0.632 -3.494  -0.065
56 C 2.979 -1.420 -4.631  -0.053
57 C 2.107 -2.413 -4.982  -0.013
58 C 0.948 -2.679 -4.214  -0.160
59 C 0.021 -3.681 -4.594  -0.023
60 C -1.108 -3.873 -3.854  -0.054
61 C -1.342 -3.109 -2.688  -0.086
62 C -0.449 -2.166 -2.229  -0.240
63 C 0.700 -1.915 -3.045  -0.209
64 H 6.301 1.762 0.550  0.112
65 H 4.749 3.462 -0.357  0.113
66 H 2.548 2.829 -1.162  0.096
67 H 3.425 -1.269 -0.253  0.083
68 H 5.613 -0.620 0.576  0.114
69 H 0.468 0.950 -4.119  0.108
70 H -0.501 3.002 -5.062  0.111
71 H -1.029 4.923 -3.597  0.111
72 H -0.583 4.772 -1.163  0.110
73 H 0.382 2.716 -0.216  0.064
74 H 3.395 0.171 -3.228  0.115
75 H 3.861 -1.228 -5.228  0.110
76 H 2.291 -3.016 -5.864  0.119
77 H 0.215 -4.269 -5.483  0.118
78 H -1.835 -4.621 -4.144  0.111
79 H -2.255 -3.311 -2.143  0.093
80 N -2.018 0.047 -1.865  0.043
81 H -2.992 -0.231 -1.757  0.074
82 H -1.754 -0.135 -2.828  0.074
83 H -1.950 1.052 -1.734  0.046
84 C 0.999 5.129 5.417  -0.217
85 Ge 1.410 4.250 3.723  0.745
86 C 0.452 5.077 2.228  -0.212
87 C 3.331 4.282 3.369  -0.219
88 C 0.758 2.387 3.789  -0.587
89 Se 1.536 1.299 2.363  0.857
90 C 3.059 0.641 3.372  -0.366
91 H 1.353 6.160 5.415  0.022
92 H 1.485 4.604 6.241  0.021
93 H -0.075 5.138 5.602  0.021
94 H 0.662 6.145 2.164  0.025
95 H -0.626 4.947 2.341  0.020
96 H 0.765 4.614 1.288  -0.001
97 H 3.643 5.297 3.121  0.025
98 H 3.574 3.631 2.528  -0.010
99 H 3.900 3.962 4.243  0.024
100 H -0.321 2.383 3.623  -0.002
101 H 0.939 1.896 4.746  0.024
102 H 3.639 0.003 2.710  0.004
103 H 2.710 0.068 4.228  0.029
104 H 3.679 1.473 3.697  0.017

Cartesian forces, eV/Å:
1.331 0.954 -0.248
0.004 -0.021 -0.109
-0.008 -0.095 0.372
-0.011 -0.096 -0.139
-0.152 -0.102 -0.121
-0.010 -0.100 0.091
0.101 -0.015 -0.016
-0.050 0.091 0.030
-0.064 -0.163 0.005
-0.132 0.282 0.112
-0.735 -0.689 -0.090
0.209 -0.061 0.093
-0.039 0.044 -0.081
-0.006 -0.015 0.012
-0.021 -0.004 -0.008
0.026 0.013 0.000
-0.107 -0.050 -0.047
0.184 0.026 0.261
-0.162 -0.112 -0.006
0.057 -0.074 0.024
-0.013 0.027 -0.020
-0.033 0.033 -0.005
0.091 0.146 0.066
-0.007 0.012 -0.022
0.101 0.073 0.021
0.008 0.024 0.008
-0.017 -0.016 -0.004
0.008 0.013 0.007
0.000 0.007 -0.003
-0.034 0.030 -0.046
0.015 -0.051 0.034
0.003 -0.001 0.014
0.016 0.005 -0.022
-0.007 -0.001 -0.005
0.006 -0.020 -0.015
0.107 0.086 0.034
-0.027 -0.052 -0.017
-0.049 0.003 -0.030
0.064 -0.021 -0.045
0.047 0.004 0.087
0.011 0.013 -0.008
0.012 0.028 -0.002
-0.039 0.011 0.003
0.037 -0.134 0.141
0.050 0.059 -0.031
-0.018 -0.008 -0.016
-0.366 -0.030 -0.257
0.206 0.101 -0.054
-0.052 -0.031 -0.021
0.007 -0.011 0.015
-0.016 0.003 -0.004
-0.010 0.008 -0.004
-0.054 -0.030 0.019
0.189 0.021 0.096
0.008 -0.016 -0.059
-0.034 -0.011 0.036
0.004 0.017 0.012
-0.031 -0.050 -0.003
-0.069 0.011 0.059
0.078 0.035 -0.110
-0.049 -0.050 0.127
-0.210 -0.245 0.003
0.023 0.202 -0.034
-0.007 0.000 0.003
-0.005 -0.004 -0.005
-0.021 -0.005 -0.006
-0.015 -0.072 -0.031
-0.007 -0.001 -0.006
0.017 0.003 0.006
0.003 0.002 0.004
-0.006 -0.008 0.003
0.004 -0.008 -0.001
0.014 0.008 0.011
-0.001 -0.012 -0.019
0.003 -0.005 0.005
0.000 0.001 0.007
0.001 -0.008 0.014
0.006 0.012 -0.013
0.056 0.016 0.014
-0.294 0.004 -0.105
-0.054 0.100 -0.051
0.027 -0.038 0.000
0.003 -0.010 0.059
-0.038 0.002 -0.021
0.012 0.021 0.018
0.026 -0.019 -0.039
-0.008 0.010 0.037
-0.032 0.015 -0.005
-0.099 -0.027 0.068
0.034 0.034 0.023
0.001 -0.012 -0.010
-0.002 0.010 -0.005
0.012 -0.002 0.002
0.007 -0.011 0.005
0.004 0.007 0.002
-0.007 0.007 0.020
-0.003 -0.010 0.002
0.005 0.013 -0.011
-0.007 -0.001 -0.011
-0.016 0.012 0.030
0.030 -0.036 -0.039
0.000 -0.016 -0.021
0.002 0.016 -0.008
-0.015 0.003 -0.004